Entry 1:
Formula: C32H49BrF8N3O10P4S2
Source: the OMol25 dataset
Level of theory: ωB97M-V/def2-TZVPD

- Highest occupied orbital energy: -10.5098 eV
- Calculated total energy: -7699.8323 Eh
- Gap between HOMO and LUMO: 7.62 eV

The geometry in ORCA input format:
```
! wB97M-V def2-TZVPD RIJCOSX def2/J DEFGRID3
* xyz 1 1
C 4.49988 1.21891 3.97037
C 3.76070 0.84647 2.68577
C 2.63969 -0.15269 2.96576
C 1.32956 0.13712 2.24862
O 1.32359 -0.20684 0.86644
C 0.38284 -0.90058 0.10083
P -0.03540 -2.31434 1.28350
N -0.94067 -1.98453 2.52580
O 1.35949 -2.80098 1.84684
O -0.60392 -3.60119 0.53944
C 1.32429 -1.35492 -1.10043
P 1.51365 -3.17267 -1.84220
O 1.81011 -4.11853 -0.59369
Br -0.50649 -3.90322 -2.49905
P 3.14497 -1.09194 -0.68968
O 3.67204 -1.90429 0.39301
O 3.88128 -1.53361 -2.03335
O 3.48159 0.45510 -0.61357
O 1.24839 -0.70703 -2.34691
C 0.52305 0.49920 -2.61543
C 0.42289 0.34051 -4.15515
C 1.70148 0.56718 -4.95013
O 2.80713 -0.27076 -4.58820
C 1.46694 1.67856 -2.38596
C 1.22569 3.07200 -2.97262
F 0.32675 3.16654 -4.01270
C -0.85080 0.43400 -1.87678
S -1.68312 2.08302 -2.00769
P -2.18192 -0.56827 -2.99079
S -4.08939 -0.09374 -2.88829
N -0.82831 0.07777 -0.33937
C -2.20719 -0.44933 -0.00491
C -2.73916 -1.83284 -0.44355
C -3.44765 -2.60825 0.66295
C -4.71193 -1.91669 1.13382
F -4.86657 -0.68490 0.59139
F -5.78671 -2.64404 0.73882
C -4.82164 -1.76459 2.69287
F -6.10693 -1.94440 3.07587
F -4.46837 -0.51042 3.04841
F -4.07034 -2.66910 3.33794
N -0.78026 1.29602 0.40991
C 0.22591 2.33272 0.38876
C -1.85396 1.71975 1.35798
C -1.72722 1.43222 2.82914
O -2.79046 2.39807 0.93959
H 4.64798 0.32145 4.55419
H 5.44465 1.69284 3.75602
H 3.87092 1.87527 4.55785
H 4.47196 0.41424 1.99348
H 3.36845 1.73945 2.21124
H 2.96174 -1.17543 2.83377
H 2.40665 -0.03894 4.02051
H 1.24113 1.21378 2.36427
H 0.55197 -0.21781 2.90712
H -1.21802 -1.01137 2.52694
H 1.15991 -3.37179 2.59675
H -0.79050 -4.26712 1.20872
H 2.69681 -4.47758 -0.69234
H 3.33813 -1.36643 -2.82615
H 4.35365 0.59802 -1.00773
H -0.29202 1.02909 -4.57350
H 0.14349 -0.67910 -4.37374
H 1.45733 0.32804 -5.97740
H 2.03607 1.59391 -4.98648
H 3.49551 0.29394 -4.24309
H 1.73310 1.84269 -1.35472
H 2.43358 1.34001 -2.72281
H 0.92861 3.77413 -2.20694
H 2.17177 3.45188 -3.33803
H -1.68258 2.19422 -3.34051
H -1.96253 -1.94368 -2.91521
H -1.96642 -0.27672 -4.33115
H -2.92846 0.26890 -0.37017
H -2.38338 -0.47906 1.05891
H -2.00175 -2.44358 -0.94716
H -3.52915 -1.72122 -1.17477
H -3.77889 -3.51302 0.17054
H -2.80664 -2.93238 1.46401
H 1.25854 2.04463 0.53314
H 0.06393 3.00515 1.22205
H 0.23881 2.99169 -0.46570
H -0.69181 1.40265 3.13407
H -2.21067 2.22056 3.38132
H -2.20070 0.49230 3.08391
F 5.96790 0.74003 -2.33124
C 6.83662 0.25913 -3.27435
C 6.52324 -0.91041 -3.93211
C 7.39616 -1.39019 -4.89606
C 8.56812 -0.70165 -5.17471
C 8.86425 0.47089 -4.49330
C 7.99016 0.96359 -3.53531
H 5.60728 -1.42869 -3.69133
H 7.16173 -2.30189 -5.42714
H 9.25090 -1.07890 -5.92291
H 9.77862 1.00571 -4.70738
H 8.19820 1.88002 -2.99945
F -9.64551 3.24044 6.76070
C -8.99457 2.46167 5.87767
C -9.59449 1.29812 5.44090
C -8.92145 0.50106 4.52779
C -7.66342 0.86990 4.07324
C -7.07813 2.04221 4.52915
C -7.74679 2.85082 5.43570
H -10.57268 1.02632 5.81346
H -9.38074 -0.41039 4.17081
H -7.14184 0.24573 3.36476
H -6.09600 2.32983 4.17816
H -7.31230 3.77249 5.79835
*
```

---

Entry 2:
Formula: C4H12
Source: the OMol25 dataset
Level of theory: ωB97M-V/def2-TZVPD

- Highest occupied orbital energy: -10.9775 eV
- SMILES string: CC.CC
- Calculated total energy: -159.4897 Eh
- Gap between HOMO and LUMO: 12.06 eV

The geometry in ORCA input format:
```
! wB97M-V def2-TZVPD RIJCOSX def2/J DEFGRID3
* xyz 0 1
C -0.40641 2.35195 -0.29900
C -1.83909 1.93912 -0.27560
H 0.02664 2.17862 0.73764
H 0.07406 1.96451 -1.23836
H -0.15552 3.45586 -0.43480
H -2.04743 1.39114 0.57535
H -2.25476 1.22130 -1.05557
H -2.57009 2.84689 -0.12706
C 1.74171 -1.67640 0.47792
C 0.52072 -2.62349 0.11302
H 2.14326 -2.16519 1.20146
H 2.53423 -1.70727 -0.36857
H 1.12162 -0.66299 0.67183
H 0.86930 -3.01671 -0.86633
H -0.37123 -2.12118 0.06685
H 0.52836 -3.33201 0.73947
*
```

---

Entry 3:
Formula: C5H11O2
Source: the OMol25 dataset
Level of theory: ωB97M-V/def2-TZVPD

- Highest occupied orbital energy: -2.1847 eV
- Calculated total energy: -347.5216 Eh
- Gap between HOMO and LUMO: 5.69 eV

The geometry in ORCA input format:
```
! wB97M-V def2-TZVPD RIJCOSX def2/J DEFGRID3
* xyz -1 1
C -1.52811 -2.31817 -0.56543
O -2.42890 -1.29032 -0.10865
C -0.14908 -1.73862 -0.56342
C 0.81949 -2.17112 0.22570
H -1.84786 -2.60906 -1.57371
H -1.57324 -3.18497 0.10307
H -3.31653 -1.56102 -0.35437
H 0.02165 -0.76654 -1.02902
H 1.71388 -1.56519 0.31387
H 0.71440 -3.02121 0.89777
C 0.56001 2.02740 -0.11796
O 1.19179 0.82782 -0.14482
C 1.30040 3.05843 0.75368
H -0.47137 1.94545 0.31098
H 0.44631 2.47549 -1.13833
H 0.69909 3.94939 0.99108
H 2.25250 3.38467 0.31787
H 1.59557 2.55757 1.68171
*
```

---

Entry 4:
Formula: C17H45FN8O4P2S
Source: the OMol25 dataset
Level of theory: ωB97M-V/def2-TZVPD

- Highest occupied orbital energy: -8.1341 eV
- SMILES string: CN(C)P(=O)(N(C)C)N(C)C.CN(C)P(=O)(N(C)C)N(C)C.C#CN(NCCC)S(=O)(=O)F
- Calculated total energy: -2594.1436 Eh
- Gap between HOMO and LUMO: 7.21 eV

The geometry in ORCA input format:
```
! wB97M-V def2-TZVPD RIJCOSX def2/J DEFGRID3
* xyz 0 1
C 2.46061 3.80617 -3.13647
N 1.82958 3.00883 -4.17830
C 2.67902 1.85644 -4.49228
P 0.86710 3.57202 -5.50614
O -0.00321 2.31742 -5.52293
N -0.41586 4.56658 -4.88828
C -0.35524 5.30586 -3.64096
C -1.78307 4.07203 -5.05580
N 1.87191 5.02464 -5.64104
C 1.25907 6.08494 -6.48615
C 3.17972 4.75882 -6.29086
H 3.32587 4.38361 -3.48742
H 2.82092 3.15934 -2.32933
H 1.77712 4.48853 -2.64388
H 3.50221 2.12296 -5.16534
H 2.10207 1.06893 -4.97943
H 3.11257 1.41157 -3.59396
H -0.40942 4.64282 -2.76963
H -1.18947 6.01229 -3.56974
H 0.53642 5.93134 -3.57846
H -2.02003 3.29146 -4.32126
H -1.93866 3.66960 -6.05669
H -2.51247 4.87931 -4.93652
H 1.02921 5.71108 -7.48876
H 1.93355 6.94079 -6.57745
H 0.34336 6.48851 -6.05993
H 3.05314 4.24576 -7.24806
H 3.83354 4.15613 -5.66200
H 3.72563 5.68877 -6.46339
C -1.04072 -5.71175 5.90000
N -0.62797 -4.67797 4.96216
C 0.78109 -4.34605 5.18856
P -1.58153 -3.36613 4.34528
O -0.86069 -3.36022 2.99920
N -3.04193 -4.01226 3.66591
C -3.65687 -5.26238 4.07456
C -3.22654 -3.86765 2.22078
N -2.41742 -3.21966 5.89959
C -3.65024 -2.38934 5.82616
C -1.59210 -2.54617 6.93378
H -1.16440 -5.34872 6.92871
H -0.29371 -6.51133 5.93659
H -1.95419 -6.21660 5.60845
H 0.91279 -3.66095 6.03389
H 1.21289 -3.86515 4.30948
H 1.38407 -5.23551 5.38268
H -3.08040 -6.13094 3.73678
H -4.66449 -5.35228 3.65483
H -3.80700 -5.31139 5.15402
H -2.63028 -4.60257 1.66479
H -2.95207 -2.86755 1.88456
H -4.27553 -4.00438 1.94105
H -3.43367 -1.38950 5.43763
H -4.10546 -2.28987 6.81528
H -4.42189 -2.83290 5.20109
H -1.20417 -1.58933 6.57442
H -0.75046 -3.16120 7.24950
H -2.17296 -2.36806 7.84110
C 1.80235 -2.61808 1.19679
C 2.10669 -1.51769 0.80577
N 2.49861 -0.16891 0.46796
N 1.76122 0.38242 -0.57160
C 0.62105 1.20465 -0.14922
C -0.79240 0.49909 -0.00470
C -0.92378 -0.97927 -0.54470
S 4.14165 -0.28817 -0.18744
O 4.97491 0.79756 0.33194
O 4.13284 -0.15412 -1.65030
F 4.75916 -1.76493 0.15634
H 1.35674 -3.63525 1.33404
H 1.57604 -0.26093 -1.34219
H 0.52977 2.11598 -0.82371
H 0.88793 1.63710 0.86842
H -1.12961 0.51914 1.08171
H -1.55236 1.15187 -0.54512
H -0.34743 -1.20275 -1.48731
H -2.01994 -1.14923 -0.80050
H -0.68279 -1.73724 0.26346
*
```

---

Entry 5:
Formula: C12H6ClN5O4
Source: the OMol25 dataset
Level of theory: ωB97M-V/def2-TZVPD

- Highest occupied orbital energy: -9.2937 eV
- Calculated total energy: -1495.5341 Eh
- Gap between HOMO and LUMO: 6.93 eV

The geometry in ORCA input format:
```
! wB97M-V def2-TZVPD RIJCOSX def2/J DEFGRID3
* xyz 0 1
N -0.45022 1.33377 3.85659
C -0.75511 0.68261 2.94418
C -1.15000 -0.10009 1.85660
C -1.72414 0.49235 0.74859
C -2.13246 -0.32914 -0.29143
N -2.74393 -0.12855 -1.51457
O -3.08212 1.01111 -1.91755
O -2.93265 -1.27050 -2.20207
N -2.45513 -2.22565 -1.42274
C -1.97085 -1.70789 -0.27395
C -1.37719 -2.31522 0.86528
N -1.19945 -3.74569 0.98228
O -1.41922 -4.46805 0.00119
O -0.82620 -4.19904 2.07526
C -0.98362 -1.50258 1.89692
H -1.84732 1.56076 0.67873
H -0.53629 -1.95353 2.77014
Cl 4.93461 2.67022 -2.15065
C 3.45852 2.08932 -1.46471
C 3.26060 0.74673 -1.23400
C 2.07349 0.34163 -0.67264
N 1.08661 1.15551 -0.32999
C 1.29992 2.44123 -0.56122
C 2.44665 2.95691 -1.11633
H 4.03621 0.04257 -1.48574
H 1.91228 -0.70837 -0.48352
H 0.50386 3.11482 -0.28127
H 2.57313 4.01475 -1.27341
*
```

---

Entry 6:
Formula: C3H10NO
Source: the OMol25 dataset
Level of theory: ωB97M-V/def2-TZVPD

- Highest occupied orbital energy: -14.8822 eV
- Calculated total energy: -249.8307 Eh
- Gap between HOMO and LUMO: 6.46 eV

The geometry in ORCA input format:
```
! wB97M-V def2-TZVPD RIJCOSX def2/J DEFGRID3
* xyz 1 1
C 1.23795 1.17857 -0.41532
C 0.79876 -0.12534 -0.90139
C 1.60900 -1.20091 -1.07085
N -0.53029 -0.10369 -1.25536
H 2.29051 1.28534 -0.16601
H 0.62536 1.22934 0.55208
H 0.96562 1.98384 -1.09497
H 1.20915 -2.12090 -1.48355
H 2.66731 -1.17911 -0.85602
H -1.02166 0.70991 -0.73011
H -1.05057 -0.95337 -1.00901
H -0.90845 1.10902 0.36443
H -2.90572 0.29016 3.28890
H -1.90073 0.43990 2.15919
O -2.19921 -0.17675 2.83032
*
```

---

Entry 7:
Formula: C47H47AsHfN8O3S2Se2Te
Source: the OMol25 dataset
Level of theory: ωB97M-V/def2-TZVPD

- Highest occupied orbital energy: -0.9428 eV
- Calculated total energy: -10634.2135 Eh
- Gap between HOMO and LUMO: 4.06 eV

The geometry in ORCA input format:
```
! wB97M-V def2-TZVPD RIJCOSX def2/J DEFGRID3
* xyz -2 1
Hf 0.22629 -0.49051 0.16427
C -5.45926 -1.98539 -0.68192
N -4.26876 -1.53277 -0.00316
C -3.15434 -1.01273 -0.53180
N -2.19135 -1.02308 0.36226
C -2.77913 -1.58027 1.46314
N -4.03500 -1.90504 1.28772
C -6.50922 -0.95907 -1.05102
C -7.79149 -1.43994 -1.30137
C -8.79454 -0.59996 -1.75717
C -8.52736 0.73878 -1.97585
C -7.25145 1.23245 -1.71975
C -6.24309 0.38868 -1.24899
C -6.99738 2.64551 -1.98411
N -7.75957 3.50054 -2.57959
N -7.07507 4.70526 -2.57916
C -5.95210 4.48840 -1.98460
O -5.83258 3.19696 -1.58324
C -4.86147 5.40224 -1.66450
C -4.79542 6.68511 -2.20118
C -3.73592 7.50267 -1.84649
C -2.75671 7.05633 -0.96451
C -2.82800 5.78116 -0.41925
C -1.79566 5.27130 0.56901
N -1.78463 3.83381 0.63534
C -1.08403 2.97261 -0.11323
N -1.52874 1.74999 0.06447
C -2.52591 1.92104 0.97570
N -2.73456 3.16402 1.33842
C -3.88442 4.96013 -0.78350
H -5.89867 -2.73616 -0.02781
H -5.15167 -2.49597 -1.59832
H -3.03032 -0.67045 -1.55172
H -2.24195 -1.71055 2.38829
H -8.00129 -2.49138 -1.13966
H -9.78592 -0.99251 -1.94375
H -9.28946 1.41343 -2.34092
H -5.25183 0.78223 -1.05753
H -5.56019 7.02066 -2.88864
H -3.66225 8.49789 -2.26629
H -1.92809 7.70699 -0.70819
H -2.01585 5.64303 1.57081
H -0.79635 5.61069 0.29531
H -0.24619 3.25737 -0.72842
H -3.08767 1.10793 1.40087
H -3.95725 3.96982 -0.36101
O 2.74471 2.72129 -5.17786
C 1.42483 2.36988 -4.78714
C 1.34642 1.44398 -3.55830
C 1.97895 0.09963 -3.93225
O 3.39776 0.20071 -4.17855
C 2.08994 2.13608 -2.41055
Se 1.91617 1.57727 -0.51097
C -0.15512 1.27821 -3.24101
Se -0.75162 -0.46140 -2.55299
H 3.29226 1.94066 -4.99279
H 0.90373 1.87278 -5.61923
H 0.89398 3.30513 -4.57753
H 1.52671 -0.27064 -4.85633
H 1.80552 -0.63531 -3.15288
H 3.82113 0.04349 -3.32590
H 1.78515 3.18708 -2.41457
H 3.15830 2.14135 -2.61800
H -0.74642 1.47186 -4.13930
H -0.43429 2.02877 -2.50355
C 0.81913 -5.42588 -0.15416
C 1.04154 -3.93568 -0.19372
S 0.08853 -2.95179 0.90678
C 1.96953 -3.37887 -0.98290
C 2.82632 -4.21502 -1.90008
S 2.25814 -1.65012 -0.96267
H -0.01729 -5.67378 0.49825
H 1.70628 -5.95277 0.21718
H 0.60124 -5.82389 -1.15136
H 2.21677 -4.73337 -2.64902
H 3.38517 -4.97557 -1.34557
H 3.54304 -3.58875 -2.43096
Te 0.09734 0.40063 2.76314
C 5.69050 -5.50671 0.75708
C 5.78574 -4.27785 0.11699
C 5.11941 -3.17212 0.62417
C 4.36184 -3.26576 1.79318
C 4.26738 -4.50473 2.42242
C 4.92407 -5.61672 1.90869
As 3.28938 -1.70956 2.33308
C 3.06095 -2.21273 4.21948
C 3.98648 -2.00225 5.23569
C 3.71357 -2.41135 6.53504
C 2.51018 -3.03890 6.82924
C 1.57705 -3.24465 5.82228
C 1.84659 -2.82558 4.52595
C 4.75262 -0.42337 2.58105
C 4.34289 0.90508 2.71013
C 5.27813 1.91488 2.88698
C 6.63327 1.61350 2.92535
C 7.04947 0.29671 2.78816
C 6.11269 -0.71603 2.61796
H 6.19894 -6.37440 0.35255
H 6.36322 -4.18304 -0.79553
H 5.16981 -2.22663 0.09626
H 3.67323 -4.60650 3.32315
H 4.83381 -6.57259 2.41268
H 4.92716 -1.51076 5.01417
H 4.44128 -2.23614 7.31978
H 2.29535 -3.35374 7.84432
H 0.62681 -3.71442 6.04740
H 1.10607 -2.95185 3.74176
H 3.28364 1.14177 2.65910
H 4.94503 2.94179 2.97715
H 7.36373 2.40459 3.05262
H 8.10658 0.05539 2.81148
H 6.44508 -1.74257 2.51599
*
```

---

Entry 8:
Formula: C18H20ClN2O2
Source: the OMol25 dataset
Level of theory: ωB97M-V/def2-TZVPD

- Highest occupied orbital energy: -10.3384 eV
- SMILES string: Clc1ccccc1[NH+]1CCN(Cc2ccc3c(c2)OCO3)CC1
- Calculated total energy: -1417.8410 Eh
- Gap between HOMO and LUMO: 7.81 eV

The geometry in ORCA input format:
```
! wB97M-V def2-TZVPD RIJCOSX def2/J DEFGRID3
* xyz 1 1
Cl 2.49396 1.96293 0.88255
C 3.73301 1.04936 0.08619
C 4.95594 1.67344 -0.13238
C 5.98911 1.00400 -0.76103
C 5.81292 -0.30388 -1.18171
C 4.59914 -0.93074 -0.96760
C 3.55365 -0.26689 -0.33629
N 2.30552 -1.00788 -0.14985
C 1.94857 -1.24057 1.27540
C 0.74315 -2.17373 1.34278
N -0.35908 -1.55348 0.64520
C -1.64752 -2.19692 0.86432
C -2.76253 -1.33136 0.33877
C -3.72761 -1.84569 -0.50980
C -4.77567 -1.06310 -0.99316
C -4.80777 0.25160 -0.59980
C -3.83001 0.78082 0.25031
C -2.80329 0.01198 0.73327
O -4.08956 2.10224 0.47146
C -5.28415 2.38721 -0.23144
O -5.70066 1.22822 -0.92323
C -0.03816 -1.39001 -0.75524
C 1.14206 -0.43477 -0.88066
H 5.08992 2.69186 0.19637
H 6.93014 1.50485 -0.92163
H 6.61231 -0.83427 -1.67279
H 4.46375 -1.95171 -1.29665
H 2.46437 -1.93942 -0.55823
H 1.69621 -0.28130 1.72504
H 2.81125 -1.66969 1.78761
H 0.46888 -2.31623 2.38905
H 1.00899 -3.16420 0.92363
H -1.76799 -2.32152 1.94372
H -1.68897 -3.19346 0.39802
H -3.68148 -2.88402 -0.80070
H -5.52946 -1.46913 -1.64522
H -2.05793 0.41836 1.39501
H -5.10363 3.20120 -0.94944
H -6.06650 2.69512 0.47982
H -0.90435 -0.95898 -1.25955
H 0.20022 -2.35409 -1.24623
H 0.88892 0.52254 -0.42787
H 1.42341 -0.28431 -1.92395
*
```